(1)
3 unconnected molecules or ions with the total composition C16H44N7O5P3, computed with ωB97M-V with the def2-TZVPD basis set.

Output
M, g mol⁻¹: 507.5
DFT total energy, eV: -65831.889
Kohn-Sham gap, eV: 7.258

Cartesian coordinates (Å):
C 0.94332 -4.25860 7.57161
C 0.85514 -3.78650 6.30855
C 2.14554 -3.61899 5.49054
O 3.34637 -3.73722 6.26246
C 4.02198 -4.89713 6.10364
O 4.54612 -5.37296 7.02463
O 4.19767 -5.50328 4.85445
P 3.14198 -6.80923 4.71561
N 2.19166 -6.98136 5.95741
H 1.69218 -3.81057 8.23590
H 0.30015 -5.10130 7.86017
H -0.11423 -3.51509 5.85990
H 2.13722 -2.58167 5.08355
H 2.07933 -4.28331 4.61352
H 2.36513 -6.52490 3.55733
H 3.95603 -7.94711 4.49786
H 1.25041 -6.86529 5.57175
O 1.44745 -2.33448 0.50081
P 2.34954 -1.13444 0.24168
N 2.76607 -0.79997 1.87731
C 1.85055 -0.29057 2.88218
C 3.69347 -1.77339 2.44549
N 1.12990 -0.14779 -0.49603
C 0.36180 0.86708 0.19329
C 0.23897 -0.87139 -1.40597
N 3.51540 0.08151 -0.21711
C 3.99555 1.21553 0.54243
C 3.92378 0.08636 -1.61795
H 2.41265 0.03564 3.76036
H 1.10977 -1.03899 3.19416
H 1.32719 0.60096 2.54650
H 4.69011 -1.63678 2.00875
H 3.37150 -2.80231 2.24526
H 3.80650 -1.66697 3.52450
H -0.28364 0.44073 0.97326
H -0.27853 1.40471 -0.51160
H 1.00154 1.63721 0.62854
H -0.56443 -1.39160 -0.86790
H 0.79235 -1.61381 -1.98285
H -0.21460 -0.18275 -2.12380
H 3.20048 1.73024 1.08264
H 4.45340 1.95863 -0.11472
H 4.76074 0.91604 1.26450
H 3.33296 0.80617 -2.19649
H 3.78204 -0.89963 -2.06456
H 4.98354 0.33079 -1.72664
O -1.99554 2.67129 -2.45809
P -2.77996 2.85376 -3.74950
N -2.99861 4.55690 -3.65361
C -3.83626 5.23559 -2.68027
C -1.77677 5.31141 -3.92336
N -4.11910 1.85136 -3.28476
C -5.36044 2.34114 -2.72691
C -3.73484 0.62784 -2.57580
N -3.48060 2.93547 -5.34633
C -4.39018 3.91918 -5.89277
C -3.29337 1.76144 -6.19283
H -3.96933 6.27889 -2.97401
H -3.41375 5.20463 -1.66804
H -4.84406 4.82960 -2.65189
H -1.53257 5.25401 -4.99105
H -0.92312 4.92067 -3.35840
H -1.88060 6.36803 -3.67812
H -5.21822 2.81288 -1.74562
H -6.07142 1.52046 -2.60057
H -5.86108 3.04033 -3.39895
H -3.55211 0.81043 -1.50879
H -2.82718 0.19999 -3.00320
H -4.51711 -0.12993 -2.66797
H -5.17332 4.20778 -5.19100
H -4.89765 3.53045 -6.77882
H -3.85908 4.82376 -6.20254
H -4.15829 1.09066 -6.13075
H -2.41030 1.19934 -5.88312
H -3.13720 2.04039 -7.23788

---

(2)
9 unconnected molecules or ions with the total composition C16H45BF4NO7, computed with ωB97M-V with the def2-TZVPD basis set.

Output
Net charge: -1
M, g mol⁻¹: 450.3
DFT total energy, eV: -44690.187
Kohn-Sham gap, eV: 9.708
ΔE to the lowest compared entry with this formula, charge and spin, kJ/mol: 229.3

Cartesian coordinates (Å):
B -0.35341 0.02210 -0.22746
F -1.48548 0.46224 -0.48850
F 0.13156 -1.04429 -1.15938
F 0.50857 1.19421 -0.35685
F -0.36027 -0.50714 1.03658
C 0.90663 -0.49661 -3.98840
C 1.17398 -0.23640 -5.47127
N 1.27928 -0.19279 -6.57902
H 1.60330 -0.81942 -3.48735
H 0.72650 0.54478 -3.78088
H -0.05688 -1.20032 -3.79187
C -3.69004 -3.41774 -2.15536
C -2.55915 -2.35933 -2.25027
O -1.37104 -3.11809 -1.70412
H -3.91829 -3.74554 -0.98456
H -3.45965 -4.20378 -2.86625
H -4.55096 -2.86410 -2.28336
H -2.57771 -1.56496 -1.38422
H -2.31732 -1.87320 -3.20586
H -0.67575 -2.48869 -1.56590
C 2.63216 2.74125 3.83648
C 1.65344 2.11869 2.89141
O 2.13021 2.25592 1.57590
H 2.64492 3.77706 3.38432
H 3.71294 2.25500 3.69566
H 2.24721 2.65516 4.76074
H 0.66221 2.56502 2.95510
H 1.43133 0.88702 3.05685
H 1.65588 2.00301 0.89827
C -2.27690 5.01347 -0.38540
C -1.89575 3.61498 -0.11148
O -2.86841 2.76556 -0.27595
H -2.97135 5.18285 0.44242
H -2.73886 5.36811 -1.35778
H -1.31642 5.81508 -0.26369
H -1.13289 3.48759 0.82460
H -1.11790 3.22960 -0.86318
H -2.52472 1.89358 -0.24090
C -4.00959 1.02225 2.58985
C -4.01370 -0.38272 1.93617
O -5.20486 -1.15491 2.45034
H -3.90861 0.97883 3.69988
H -5.01659 1.55563 2.32318
H -3.10339 1.62701 2.20153
H -2.99817 -0.81940 2.24019
H -4.03891 -0.31522 0.87831
H -5.13117 -1.00935 3.33384
C 2.01063 -3.38609 4.23500
C 1.87703 -2.13204 3.32271
O 0.42352 -1.82564 3.23907
H 3.07162 -3.59310 4.24008
H 1.42865 -4.28169 4.03475
H 1.92023 -3.08517 5.20714
H 2.12970 -2.40810 2.40192
H 2.40503 -1.27052 3.80929
H 0.39564 -0.91567 2.67182
C 3.12255 2.56714 -4.04814
C 2.89825 2.28463 -2.60218
O 1.64057 2.76048 -2.20114
H 2.21468 2.02642 -4.50752
H 4.07469 2.35259 -4.44435
H 3.07442 3.54661 -3.98808
H 3.79515 2.62380 -1.89628
H 2.95911 1.13956 -2.45404
H 1.39422 2.33918 -1.39583
C 1.56043 -3.98303 -0.02026
C 2.38268 -3.27728 -1.12546
O 2.55773 -1.88100 -0.81437
H 0.68894 -3.47612 0.39912
H 2.36548 -4.15134 0.67041
H 1.30453 -4.90848 -0.37686
H 1.89794 -3.19378 -2.09951
H 3.26551 -3.57606 -1.25500
H 1.68506 -1.51728 -0.78466

---

(3)
9 unconnected molecules or ions with the total composition C16H45BF4NO7, computed with ωB97M-V with the def2-TZVPD basis set.

Output
Net charge: -1
M, g mol⁻¹: 450.3
DFT total energy, eV: -44689.825
Kohn-Sham gap, eV: 9.800
ΔE to the lowest compared entry with this formula, charge and spin, kJ/mol: 264.1

Cartesian coordinates (Å):
B -32.40468 -76.82537 71.43604
F -33.69861 -77.01728 70.83486
F -32.62224 -76.69259 72.87528
F -31.68919 -77.99734 71.27615
F -31.84338 -75.69704 70.88726
C -29.62004 -79.04570 73.55717
C -28.65301 -80.18071 73.90908
N -27.92925 -81.04186 74.19837
H -30.43938 -79.20245 72.77843
H -30.32269 -79.17854 74.37213
H -29.41426 -78.05492 73.33578
C -34.78943 -72.66148 70.14791
C -33.81616 -73.32657 69.25974
O -32.74038 -72.47156 68.88780
H -34.21609 -72.29901 71.01472
H -35.39586 -73.33181 70.50104
H -35.10678 -71.74356 69.56289
H -34.32842 -73.63064 68.42728
H -33.29938 -74.12012 69.81202
H -32.12392 -72.70309 69.63688
C -37.80468 -74.96178 72.90959
C -36.54460 -75.69770 72.90333
O -36.36742 -76.64189 71.88480
H -37.81770 -73.97487 72.39166
H -37.87700 -74.60745 73.83890
H -38.60936 -75.59333 72.67350
H -36.64253 -76.07855 74.00700
H -35.65399 -74.99077 72.83526
H -35.55249 -76.37708 71.41320
C -30.71101 -71.01612 72.45359
C -30.79772 -72.52614 72.43557
O -31.34128 -72.99650 71.21026
H -31.85410 -70.64817 71.99866
H -30.07581 -70.51390 71.70269
H -30.43212 -70.84333 73.37572
H -31.48692 -72.86389 73.21252
H -29.74771 -72.96538 72.65345
H -31.50531 -73.96389 71.28009
C -27.92801 -76.77985 68.35091
C -29.13569 -77.08420 69.32426
O -29.15487 -76.23257 70.43634
H -27.01177 -76.90536 68.97195
H -28.04187 -75.74705 68.01093
H -27.71741 -77.48640 67.52328
H -29.25164 -77.88243 69.75048
H -30.19408 -77.09281 68.62939
H -30.03792 -76.03104 70.47354
C -34.66781 -77.57460 76.19929
C -34.54482 -78.44778 75.08784
O -33.29635 -78.54258 74.47359
H -34.03792 -76.55097 76.06917
H -33.92356 -78.08241 76.99745
H -35.65837 -77.51413 76.53562
H -35.07392 -78.00471 74.18676
H -34.89069 -79.43699 75.16153
H -33.13725 -78.19389 73.76982
C -29.34695 -75.01897 76.18436
C -30.50580 -75.69005 75.42909
O -30.46500 -75.59731 74.10146
H -29.46094 -74.03000 76.31873
H -28.38929 -75.24164 75.86134
H -29.35702 -75.43370 77.17583
H -31.50996 -75.42794 75.76788
H -30.62736 -76.76074 75.83444
H -31.14681 -76.09839 73.66220
C -32.15721 -78.22781 66.42077
C -32.90881 -78.42436 67.87099
O -33.36905 -77.13687 68.20713
H -31.77548 -79.17454 66.34626
H -31.44489 -77.35073 66.58005
H -32.93201 -77.97498 65.58209
H -32.12967 -78.77822 68.60935
H -33.46913 -79.22555 67.71015
H -33.60101 -77.32854 69.05701

---

(4)
A molecular structure, C16H45BI2InN6O3P2, computed with ωB97M-V with the def2-TZVPD basis set.

Output
Net charge: -1
M, g mol⁻¹: 811.0
DFT total energy, eV: -73025.098
Kohn-Sham gap, eV: 4.813
ΔE to the lowest compared entry with this formula, charge and spin, kJ/mol: 956.9

Cartesian coordinates (Å):
C 4.73292 3.89028 -2.12512
B 4.01117 5.23844 -2.75785
O 4.89722 6.40859 -3.01651
In 1.83818 5.45538 -3.30341
C 0.49995 3.75516 -2.47029
I 0.98818 1.63186 -2.95356
C -0.71039 4.07804 -1.61253
C -1.06903 5.67779 -1.29621
I -1.97085 2.39782 -0.85809
H 5.02589 3.09175 -2.95943
H 4.07924 3.32904 -1.32649
H 5.70606 4.28408 -1.55727
H 5.03329 6.83157 -2.11006
H 1.20584 7.00818 -2.54530
H 1.60168 5.68422 -5.08667
H -0.85558 6.25954 -2.30727
H -0.43818 6.12723 -0.41930
H -2.22947 5.73536 -1.15461
O -4.25052 -0.58829 0.20863
P -4.62663 -2.07184 -0.02623
N -3.00737 -2.48433 -0.45026
C -2.56560 -3.51199 -1.38568
C -2.06504 -2.46405 0.67364
N -5.49417 -1.66033 -1.46378
C -4.89776 -1.72524 -2.78945
C -6.30048 -0.43220 -1.38558
N -5.05900 -3.77729 -0.29623
C -6.36798 -4.11492 -0.88333
C -5.02224 -4.47890 1.00516
H -2.72320 -4.52672 -1.00519
H -1.49274 -3.40933 -1.59379
H -3.03601 -3.43854 -2.36213
H -2.08938 -3.40106 1.23584
H -2.29004 -1.65286 1.37468
H -1.03880 -2.29478 0.32842
H -3.96783 -1.15498 -2.85246
H -5.58101 -1.34663 -3.56072
H -4.72534 -2.76198 -3.08385
H -5.69071 0.46988 -1.53922
H -6.79131 -0.34979 -0.41070
H -7.09673 -0.43602 -2.13798
H -7.18591 -3.59668 -0.37075
H -6.55928 -5.19372 -0.82736
H -6.41187 -3.88600 -1.95116
H -5.81206 -4.11258 1.67148
H -4.06798 -4.32615 1.51378
H -5.13768 -5.56029 0.87750
O 3.69304 1.81484 3.06496
P 3.31693 0.33129 2.83009
N 4.93619 -0.08119 2.40606
C 5.37796 -1.10886 1.47065
C 5.87852 -0.06092 3.52996
N 2.44939 0.74281 1.39255
C 3.04580 0.67790 0.06688
C 1.64308 1.97094 1.47074
N 2.88456 -1.37416 2.56010
C 1.57558 -1.71179 1.97299
C 2.92132 -2.07577 3.86148
H 5.22035 -2.12359 1.85114
H 6.45082 -1.00619 1.26253
H 4.90755 -1.03541 0.49420
H 5.85418 -0.99792 4.09217
H 5.65352 0.75028 4.23101
H 6.90476 0.10836 3.18475
H 3.97573 1.24815 0.00386
H 2.36255 1.05651 -0.70439
H 3.21821 -0.35885 -0.22753
H 2.25285 2.87301 1.31710
H 1.15225 2.05335 2.44562
H 0.84683 1.96712 0.71834
H 0.75764 -1.19355 2.48558
H 1.38428 -2.79059 2.02896
H 1.53169 -1.48287 0.90517
H 2.13150 -1.70944 4.52781
H 3.87558 -1.92301 4.37010
H 2.80588 -3.15716 3.73382

---

Question: Which value of DFT total energy does entry 2 give?
Answer: -44690.187 eV